# C16H44CdClN4O8

A structure of composition C16H44CdClN4O8 at a distorted geometry (ωB97M-V with the def2-TZVPD basis set, the OMol25 dataset).

Properties
Charge = +1
Gap between HOMO and LUMO = 6.9 eV
Strongest force on any atom = 1.84 eV/A
Molar mass = 568.41 g mol⁻¹
2S+1 = 1
Calculated total energy = -56718.4736 eV

```
74
C16H44CdClN4O8 (ωB97M-V with the def2-TZVPD basis set)
Cd 2.27 0.45 1.74
Cl 0.50 -2.51 1.42
O 1.02 -3.61 0.68
O 0.87 -2.60 2.81
O 1.11 -1.27 0.89
O -0.93 -2.46 1.27
C 5.75 -1.99 0.19
C 4.46 -1.56 0.88
C 4.61 -1.49 2.38
O 3.41 -1.02 3.00
C 3.40 -1.29 4.41
N 3.92 -0.25 0.37
H 5.91 -3.05 0.35
H 6.61 -1.43 0.55
H 5.65 -1.84 -0.89
H 3.69 -2.30 0.65
H 5.44 -0.82 2.66
H 4.84 -2.48 2.77
H 4.12 -0.65 4.93
H 3.59 -2.35 4.58
H 2.40 -1.09 4.79
H 3.75 -0.39 -0.63
H 4.71 0.41 0.26
C -4.31 -0.33 2.46
C -3.17 0.66 2.17
C -3.49 2.04 2.70
O -4.68 2.59 2.18
C -4.66 2.74 0.78
N -1.89 0.25 2.81
H -5.28 0.10 2.18
H -4.31 -0.60 3.52
H -4.18 -1.23 1.86
H -2.99 0.65 1.10
H -2.65 2.70 2.44
H -3.62 1.98 3.78
H -4.81 1.77 0.27
H -3.74 3.22 0.44
H -5.52 3.35 0.51
H -2.09 0.10 3.80
H -1.63 -0.67 2.47
C -0.70 1.64 -0.04
C 0.67 1.60 -0.67
C 0.76 2.50 -1.87
O 1.92 2.13 -2.59
C 1.85 2.50 -3.95
N 1.75 1.97 0.33
H -1.07 2.67 0.09
H -0.72 1.18 0.94
H -1.38 1.10 -0.69
H 0.89 0.58 -1.01
H 0.86 3.56 -1.60
H -0.15 2.36 -2.46
H 0.94 2.10 -4.40
H 2.70 2.05 -4.47
H 1.87 3.59 -4.07
H 2.55 2.18 -0.28
H 1.49 2.90 0.67
C -3.16 -0.67 -1.92
C -2.27 -1.74 -2.58
C -0.85 -1.25 -2.74
O -0.68 -0.09 -3.54
C -1.02 -0.28 -4.89
N -2.22 -2.98 -1.83
H -3.17 0.28 -2.46
H -2.76 -0.45 -0.93
H -4.19 -1.02 -1.81
H -2.75 -1.97 -3.54
H -0.24 -2.07 -3.13
H -0.46 -1.02 -1.74
H -0.89 0.68 -5.40
H -2.09 -0.51 -5.02
H -0.41 -1.04 -5.38
H -3.16 -3.36 -1.74
H -1.95 -2.87 -0.85
```